The following is a DFT calculation (ωB97M-V/def2-TZVPD) of a structure of composition C27H75FNO13PS11 at a distorted geometry.

Positions of all 129 atoms, in Å:
C 3.378 -0.136 -2.171
P 2.479 -1.167 -3.359
O 2.738 -2.718 -2.853
C 0.772 -0.861 -2.715
C -0.249 -0.268 -3.651
O -0.016 0.248 -4.718
N -1.539 -0.347 -3.023
C -1.467 -1.555 -2.172
C 0.016 -1.935 -1.951
F 0.341 -1.826 -0.576
H 4.455 -0.282 -2.225
H 3.011 -0.269 -1.149
H 3.110 0.885 -2.460
H 3.047 -2.762 -1.940
H 0.867 -0.056 -1.967
H -1.513 0.443 -2.372
H -1.899 -1.352 -1.192
H -2.027 -2.387 -2.598
H 0.245 -2.950 -2.268
C -0.794 2.285 1.329
S -2.203 1.370 0.712
O -2.116 1.380 -0.777
C -3.435 2.586 1.158
H 0.100 1.708 1.100
H -0.748 3.255 0.835
H -0.902 2.398 2.409
H -3.214 3.536 0.671
H -3.435 2.698 2.241
H -4.404 2.221 0.822
C -4.194 0.217 -3.678
S -5.169 -0.568 -2.388
O -4.461 -0.310 -1.108
C -4.796 -2.257 -2.867
H -4.261 1.293 -3.530
H -3.154 -0.101 -3.593
H -4.605 -0.048 -4.653
H -3.714 -2.398 -2.857
H -5.203 -2.461 -3.857
H -5.256 -2.924 -2.141
C -4.136 -0.231 5.342
S -4.139 1.432 4.675
O -2.717 1.882 4.609
C -4.877 2.223 6.104
H -3.667 -0.879 4.605
H -3.566 -0.246 6.271
H -5.163 -0.549 5.513
H -4.258 2.039 6.982
H -5.882 1.828 6.250
H -4.926 3.290 5.902
C 1.384 -5.321 -1.304
S -0.382 -5.595 -1.176
O -1.019 -4.412 -1.828
C -0.478 -5.328 0.590
H 1.658 -5.381 -2.355
H 1.577 -4.315 -0.932
H 1.941 -6.062 -0.732
H -0.090 -4.333 0.819
H 0.088 -6.102 1.100
H -1.523 -5.397 0.876
C -0.056 2.095 6.166
S 0.442 1.620 7.818
O -0.169 2.606 8.753
C 2.174 2.050 7.665
H -1.128 1.942 6.073
H 0.181 3.147 6.005
H 0.461 1.469 5.438
H 2.265 3.105 7.408
H 2.636 1.427 6.900
H 2.660 1.869 8.619
C 6.642 3.041 11.274
S 5.441 1.872 10.630
O 4.964 2.423 9.334
C 4.160 2.226 11.838
H 7.511 3.010 10.621
H 6.208 4.041 11.270
H 6.928 2.747 12.283
H 3.904 3.284 11.792
H 4.515 1.954 12.832
H 3.291 1.624 11.581
C -1.177 -10.668 1.737
S -1.907 -9.040 1.939
O -1.161 -8.123 1.037
C -1.280 -8.752 3.597
H -1.415 -11.009 0.732
H -0.097 -10.597 1.860
H -1.607 -11.350 2.469
H -0.192 -8.817 3.589
H -1.707 -9.488 4.278
H -1.591 -7.753 3.895
C 5.332 4.198 -2.766
S 4.453 4.077 -1.205
O 3.696 2.794 -1.265
C 3.255 5.355 -1.561
H 6.100 3.428 -2.773
H 4.630 4.037 -3.583
H 5.790 5.184 -2.845
H 2.700 5.090 -2.457
H 3.762 6.307 -1.705
H 2.585 5.414 -0.705
C 2.213 6.663 -6.523
S 3.654 6.874 -5.478
O 3.159 6.953 -4.072
C 4.035 8.554 -5.982
H 1.787 5.680 -6.330
H 1.483 7.435 -6.284
H 2.515 6.725 -7.568
H 3.175 9.192 -5.780
H 4.283 8.563 -7.043
H 4.892 8.888 -5.401
C -0.006 2.656 -6.826
S -0.348 4.351 -7.287
O 0.892 5.135 -7.013
C -1.476 4.688 -5.931
H 0.730 2.260 -7.522
H 0.392 2.628 -5.814
H -0.920 2.067 -6.884
H -0.962 4.514 -4.986
H -2.347 4.040 -6.019
H -1.780 5.729 -6.006
C -2.727 -7.806 -4.958
S -3.020 -6.349 -3.946
O -4.493 -6.251 -3.772
C -2.550 -5.149 -5.195
H -2.995 -8.675 -4.362
H -3.348 -7.761 -5.852
H -1.671 -7.853 -5.224
H -3.174 -5.282 -6.078
H -1.496 -5.277 -5.439
H -2.706 -4.161 -4.768

Properties
LUMO energy ... 0.43 eV
Gap between HOMO and LUMO ... 8.4 eV
HOMO ... -0.2913 hartree
E ... -6927.4836 Ha
Largest force on an atom ... 5.8 eV/Å
Charge ... 0


The following is a DFT calculation (ωB97M-V/def2-TZVPD) of a cluster of 2 separate species, C14H28BBr2N2O4 in total at a distorted geometry.

Positions of all 51 atoms, in Å:
C -0.067 0.540 2.940
O -1.458 0.755 2.589
C -2.071 1.691 3.481
O -1.982 1.475 4.695
N -2.763 2.809 2.843
B -1.910 4.065 2.824
O -1.868 4.782 1.560
O -1.211 4.595 3.935
C -4.078 3.075 3.442
Br -4.418 4.491 4.807
C -5.188 2.309 3.011
C -5.048 1.165 1.890
Br -7.029 2.607 3.719
H -0.032 -0.306 3.696
H 0.500 1.472 3.248
H 0.448 0.144 1.995
H -1.232 4.271 1.015
H -1.238 4.000 4.712
H -5.968 0.503 1.942
H -4.173 0.505 2.239
H -4.831 1.590 0.864
C 3.467 -4.231 -2.385
C 4.180 -2.912 -2.123
C 3.405 -1.839 -1.359
N 2.136 -1.275 -2.027
C 1.869 0.081 -1.352
C 0.537 0.692 -1.759
C -0.620 -0.260 -1.509
C -0.374 -1.599 -2.182
C 0.955 -2.206 -1.760
C 2.371 -1.066 -3.505
H 2.726 -4.145 -3.183
H 4.188 -4.982 -2.716
H 2.980 -4.608 -1.483
H 4.568 -2.511 -3.064
H 5.067 -3.138 -1.521
H 4.076 -0.986 -1.219
H 3.116 -2.195 -0.368
H 1.891 -0.095 -0.273
H 2.695 0.745 -1.619
H 0.377 1.611 -1.188
H 0.552 0.992 -2.810
H -1.550 0.178 -1.880
H -0.747 -0.409 -0.431
H -0.416 -1.486 -3.270
H -1.180 -2.290 -1.916
H 1.121 -3.135 -2.301
H 0.948 -2.418 -0.688
H 2.482 -2.035 -3.988
H 3.274 -0.466 -3.625
H 1.520 -0.549 -3.943

Properties
LUMO energy ... -2.62 eV
Gap between HOMO and LUMO ... 8.1 eV
HOMO ... -0.3935 hartree
E ... -6133.4008 Ha
Largest force on an atom ... 3.6 eV/Å
Charge ... +1


The following is a DFT calculation (ωB97M-V/def2-TZVPD) of a cluster of 2 separate species, C3H3NO2 in total at a distorted geometry.

Positions of all 9 atoms, in Å:
O -0.285 -1.446 -0.526
C 0.459 -0.557 -1.107
C 1.692 -0.259 -0.371
O 1.517 0.460 0.603
C -1.614 1.218 1.033
N -2.152 0.420 0.400
H -1.194 -1.338 -0.862
H 2.697 -0.462 -0.793
H -1.120 1.965 1.623

Properties
LUMO energy ... 0.21 eV
Energy above the lowest of the compared OMol25 structures with the same formula, charge and spin ... 106.0 kcal/mol
Gap between HOMO and LUMO ... 9.1 eV
HOMO ... -0.3284 hartree
E ... -321.2087 Ha
Largest force on an atom ... 1.2 eV/Å
Charge ... 0


The following is a DFT calculation (ωB97M-V/def2-TZVPD) of a cluster of 2 separate species, C4H5N3 in total at a distorted geometry.

Positions of all 12 atoms, in Å:
N -2.106 1.058 1.708
C -1.005 0.923 1.368
C 0.343 0.773 0.937
C 1.354 0.653 1.760
N 2.376 0.519 2.413
H 0.588 0.699 -0.120
H 2.522 -0.473 2.587
C -0.642 -1.074 -2.393
N -0.602 -0.154 -1.527
H -1.572 -1.546 -2.708
H 0.283 -1.413 -2.868
H -1.538 0.036 -1.157

Properties
SMILES ... N#CC=C=N.C=N
LUMO energy ... 0.71 eV
Energy above the lowest of the compared OMol25 structures with the same formula, charge and spin ... 73.7 kcal/mol
Gap between HOMO and LUMO ... 10.3 eV
HOMO ... -0.3509 hartree
E ... -319.5947 Ha
Largest force on an atom ... 1.2 eV/Å
Charge ... 0